Record 1
ORCA calculation (ωB97M-V/def2-TZVPD) on a structure of composition C32H30NO5Ti.

Cartesian coordinates (Å):
Ti1 -0.4758 1.1371 -0.0686
C1 -0.9280 3.3513 -0.4454
C2 -2.1267 2.7524 0.0373
C3 -2.5670 1.8075 -0.9213
C4 -1.6539 1.8282 -2.0042
C5 -0.6412 2.7815 -1.7114
C6 0.5401 3.1289 -2.5716
C7 -1.7903 1.0303 -3.2658
C8 -3.7941 0.9552 -0.8047
C9 -2.8306 3.0991 1.3138
C10 -0.1213 4.4133 0.2405
H1 0.5309 4.1918 -2.8200
H2 0.5202 2.5734 -3.5087
H3 1.4852 2.9129 -2.0697
H4 -2.3522 1.5942 -4.0140
H5 -2.3347 0.1005 -3.0917
H6 -0.8241 0.7817 -3.7020
H7 -4.6654 1.4683 -1.2194
H8 -4.0091 0.7198 0.2371
H9 -3.6832 0.0105 -1.3376
H10 -3.6700 3.7701 1.1149
H11 -2.1539 3.5966 2.0061
H12 -3.2256 2.2110 1.8097
H13 -0.5699 5.3977 0.0838
H14 0.8937 4.4410 -0.1551
H15 -0.0491 4.2348 1.3131
O1 0.0332 -0.5622 -1.3462
C11 1.2856 -1.2483 -1.0541
C12 2.0946 -0.2485 -0.1846
O2 3.1628 -0.6068 0.2507
O3 1.5068 0.8857 0.0056
C13 2.0575 -1.4894 -2.3365
C14 2.9850 -2.5239 -2.4121
C15 3.7384 -2.7003 -3.5619
C16 3.5782 -1.8456 -4.6436
C17 2.6703 -0.8011 -4.5643
C18 1.9190 -0.6197 -3.4118
C19 0.9307 -2.5181 -0.2949
C20 0.3112 -3.5553 -0.9901
C21 -0.1361 -4.6862 -0.3259
C22 0.0423 -4.7961 1.0464
C23 0.6664 -3.7723 1.7420
C24 1.1064 -2.6361 1.0779
H16 -0.5363 -1.1317 -1.8761
H17 3.1219 -3.1817 -1.5644
H18 4.4574 -3.5077 -3.6111
H19 4.1674 -1.9889 -5.5400
H20 2.5517 -0.1179 -5.3957
H21 1.2368 0.2160 -3.3377
H22 0.1948 -3.4866 -2.0669
H23 -0.6136 -5.4825 -0.8820
H24 -0.2986 -5.6818 1.5668
H25 0.8162 -3.8581 2.8109
H26 1.6062 -1.8505 1.6290
O4 0.7205 2.9542 3.5222
C25 0.2132 1.8889 3.2929
N1 -0.3570 1.4831 2.0812
C26 -0.8516 0.2561 2.2308
O5 -1.3653 -0.3164 1.2320
C27 -0.6404 -0.2685 3.6007
C28 -0.9525 -1.4654 4.2084
C29 -0.5654 -1.6199 5.5381
C30 0.1075 -0.6040 6.2112
C31 0.4170 0.6013 5.5814
C32 0.0310 0.7450 4.2685
H27 -1.4718 -2.2460 3.6679
H28 -0.7903 -2.5440 6.0541
H29 0.3996 -0.7528 7.2426
H30 0.9448 1.3947 6.0937

Forces on atoms 1 to 3 (eV/Å):
Ti 0.2 -0.2 0.0
C 0.0 0.1 0.0
C 0.0 0.1 0.1

Values from the calculation:
**Frontier orbital gap (alpha / beta)**: 7.707 / 8.423 eV
**<S²>**: 0.75
**ΔE to the lowest compared entry with this formula, charge and spin**: 0.260 eV
**2S+1**: 2
**LUMO energy (alpha / beta)**: -0.22 / -0.22 eV

Record 2
ORCA calculation (ωB97M-V/def2-TZVPD) on a cluster of 11 separate species, C4H31N2O12 in total.

Cartesian coordinates (Å):
N1 -0.6214 0.5077 -2.1725
C1 -0.6311 -0.2597 -0.8506
C2 0.8125 -0.2252 -0.2265
O1 1.5973 -1.1521 -0.9922
C3 -1.7611 0.3726 -0.0460
N2 -2.2258 0.2023 1.2646
C4 -1.4091 -0.0153 2.4381
O2 -2.4629 1.1898 -0.6447
H1 -1.4186 0.0622 -2.7527
H2 0.3253 0.4173 -2.5642
H3 -0.8624 1.6814 -2.0251
H4 -0.8430 -1.3382 -1.1199
H5 1.1504 0.7534 -0.1023
H6 0.7612 -0.5439 0.8931
H7 2.0045 -1.7437 -0.3272
H8 -2.8112 0.9922 1.3840
H9 -1.9806 -0.5519 3.3222
H10 -0.9975 0.7250 3.0438
H11 -0.6423 -0.8265 2.4885
H12 -1.8511 -3.1552 0.0572
H13 -3.0633 -2.6147 -0.5518
O3 -2.1749 -2.2471 -0.1636
H14 3.5603 0.4484 1.3619
H15 4.0704 1.5005 2.2589
O4 3.9857 1.3435 1.3870
H16 -2.1648 3.1278 0.2990
H17 -0.8197 3.3546 0.7713
O5 -1.5921 3.1848 1.0823
H18 -0.0422 3.2774 -1.7486
H19 -0.9316 3.4309 -3.0554
O6 -0.8574 3.0904 -2.1942
H20 2.9675 -3.7473 0.3382
H21 2.0269 -2.6365 1.2074
O7 2.7913 -2.7772 0.7004
H22 -0.7099 -2.9186 1.8313
H23 0.3019 -4.1392 1.9655
O8 0.0967 -3.2576 1.5635
H24 -0.4960 -2.8384 -3.1280
H25 -0.5997 -1.6093 -4.0490
O9 -1.1092 -2.1040 -3.4668
H26 1.9777 3.1520 -0.5528
H27 1.3945 4.6671 -0.9531
O10 1.1841 3.6839 -0.6187
H28 -2.8673 -2.5960 3.3213
H29 -2.5840 -1.9463 1.9501
O11 -2.3062 -2.5989 2.5659
H30 4.0263 1.9209 -0.3835
H31 4.2439 2.5047 -1.6874
O12 3.5579 2.2518 -1.1187

Forces on atoms 1 to 3 (eV/Å):
N -1.7 0.3 0.9
C 1.5 -0.4 -0.4
C -1.4 -3.2 1.4

Values from the calculation:
**Frontier orbital gap (alpha / beta)**: 9.990 / 4.982 eV
**<S²>**: 0.78
**2S+1**: 2
**Net charge**: +2
**LUMO energy (alpha / beta)**: -6.82 / -11.80 eV

Record 3
ORCA calculation (ωB97M-V/def2-TZVPD) on an isolated molecule of C7H11IN2.

Cartesian coordinates (Å):
C1 -0.3606 0.1055 -3.2519
C2 -0.2933 0.7217 -0.8539
C3 -2.2965 -1.2495 -2.6912
C4 0.8329 -1.0889 0.6174
C5 -1.2752 0.1761 1.3670
C6 0.9361 1.3204 1.2046
C7 0.0361 0.3047 0.5094
N1 -0.1747 0.4234 -2.0348
N2 -1.4008 -0.7914 -3.5291
I1 -3.7300 -2.5285 -3.6790
H1 0.1995 0.2672 -4.0817
H2 1.9310 -1.0252 0.4070
H3 0.6163 -1.3890 1.6488
H4 0.4057 -1.7494 -0.2608
H5 -1.2182 -0.8985 1.6765
H6 -1.0682 0.9480 2.0909
H7 -2.2541 0.2667 0.8338
H8 1.9780 1.1713 0.8069
H9 0.5374 2.2749 0.9594
H10 0.8121 1.2021 2.2443
H11 -1.3889 -1.2953 -4.4231

Forces on atoms 1 to 3 (eV/Å):
C -1.5 -1.2 1.5
C -0.4 0.1 -2.7
C -0.1 0.6 0.8

Values from the calculation:
**Frontier orbital gap (alpha / beta)**: 7.878 / 7.877 eV
**ΔE to the lowest compared entry with this formula, charge and spin**: 3.638 eV
**LUMO energy (alpha / beta)**: 0.42 / 0.42 eV

Record 4
ORCA calculation (ωB97M-V/def2-TZVPD) on an isolated molecule of C9H16N2.

Cartesian coordinates (Å):
C1 -0.6842 -0.9562 -0.3409
C2 -1.2983 -1.1165 0.8545
C3 -0.0691 0.9891 -1.4538
C4 0.5012 -0.2292 -0.8641
C5 -0.7444 -0.3556 2.0454
C6 1.5824 0.1759 0.0835
C7 1.0212 -1.0633 -2.1350
C8 -1.0506 0.8634 2.3842
C9 -0.1257 -1.3380 3.1847
N1 -0.4869 2.3745 -3.1760
N2 -0.0505 1.2352 -2.6621
H1 -1.1460 -1.4205 -1.2241
H2 -2.0965 -1.8414 0.9238
H3 -0.6627 1.6001 -0.8533
H4 2.0992 -0.5640 0.7339
H5 1.1330 0.8177 0.7955
H6 2.3957 0.6878 -0.3594
H7 2.0191 -0.7435 -2.3296
H8 0.3689 -0.7790 -2.9213
H9 0.9057 -2.0631 -1.8823
H10 -0.9796 2.8448 -2.4726
H11 -1.0248 1.1531 3.3574
H12 -1.5616 1.5864 1.8681
H13 0.4254 -0.7143 3.8703
H14 0.5209 -2.1431 2.7101
H15 -0.9215 -1.9069 3.7698
H16 -0.0704 2.9065 -3.9067

Forces on atoms 1 to 3 (eV/Å):
C -1.7 -1.5 0.2
C 2.9 1.8 -1.3
C -0.7 0.1 0.3

Values from the calculation:
**Frontier orbital gap**: 9.366 eV
**ΔE to the lowest compared entry with this formula, charge and spin**: 4.484 eV
**SMILES**: C=C(C)/C=C\C(C)(C)/C=N/N
**LUMO energy**: 0.93 eV

Record 5
ORCA calculation (ωB97M-V/def2-TZVPD) on a structure of composition C39H95I2N6O11S.

Cartesian coordinates (Å):
C1 3.1942 0.6641 -0.9509
C2 4.1379 1.8658 -0.3591
C3 5.5836 2.0527 -1.1070
C4 6.2754 0.6697 -1.6491
N1 6.2238 -0.4968 -0.6880
S1 7.7572 -1.3454 -0.7068
C5 7.6738 -2.9711 -1.6334
C6 7.1743 -2.8591 -3.1923
O1 7.3129 -1.5064 -3.7846
C7 8.0186 -1.8389 1.1200
I1 9.1178 -3.7176 1.3681
C8 8.7697 -0.6492 1.9784
C9 7.7029 0.2677 2.8773
I2 9.9285 0.6950 0.6563
H1 2.1150 1.1134 -1.0956
H2 3.1486 -0.1768 -0.1103
H3 3.5436 0.2077 -1.9698
H4 3.5367 2.8808 -0.5429
H5 4.3262 1.8181 0.7986
H6 5.4184 2.7522 -2.0580
H7 6.3855 2.5969 -0.4216
H8 5.7778 0.4018 -2.6938
H9 7.4297 0.8834 -1.8650
H10 6.0339 -0.1429 0.2938
H11 6.8982 -3.6789 -1.0712
H12 8.7549 -3.4753 -1.6702
H13 6.0799 -3.2700 -3.2593
H14 7.8632 -3.5674 -3.8613
H15 8.2257 -1.1124 -3.5708
H16 6.9551 -1.9883 1.6274
H17 9.4614 -1.1791 2.7702
H18 8.2852 1.2499 3.2234
H19 7.3086 -0.3689 3.7957
H20 6.7581 0.5908 2.2553
C10 1.4251 -2.5775 -2.9382
O2 0.6992 -1.5061 -2.3573
C11 -0.1453 -0.8111 -3.2854
C12 -1.6277 -1.1444 -3.0428
N2 -1.9411 -2.5228 -3.4332
C13 -3.2362 -3.0090 -2.9420
C14 -3.4744 -3.0204 -1.4176
O3 -2.6913 -3.9794 -0.7035
C15 -1.3554 -3.5765 -0.4434
H21 2.2080 -2.8798 -2.2348
H22 0.7832 -3.4411 -3.1124
H23 1.9061 -2.2762 -3.8752
H24 0.1478 -0.9925 -4.3271
H25 -0.0008 0.2573 -3.0878
H26 -2.2520 -0.4558 -3.6226
H27 -1.8283 -0.9762 -1.9817
H28 -1.2182 -3.1427 -3.0787
H29 -3.3343 -4.0398 -3.3034
H30 -4.0325 -2.4305 -3.4242
H31 -4.5174 -3.3198 -1.2597
H32 -3.3812 -2.0277 -0.9644
H33 -1.2688 -2.5020 -0.2602
H34 -0.7114 -3.8809 -1.2708
H35 -1.0023 -4.1051 0.4455
C16 -3.8652 -2.4897 2.3077
O4 -4.5911 -1.4182 2.8885
C17 -5.4357 -0.7233 1.9605
C18 -6.9180 -1.0565 2.2031
N3 -7.2314 -2.4349 1.8127
C19 -8.5266 -2.9212 2.3038
C20 -8.7647 -2.9326 3.8283
O5 -7.9816 -3.8916 4.5423
C21 -6.6457 -3.4886 4.8025
H36 -3.0823 -2.7919 3.0111
H37 -4.5071 -3.3533 2.1335
H38 -3.3842 -2.1883 1.3707
H39 -5.1425 -0.9046 0.9188
H40 -5.2911 0.3452 2.1581
H41 -7.5423 -0.3680 1.6233
H42 -7.1186 -0.8884 3.2642
H43 -6.5085 -3.0549 2.1672
H44 -8.6247 -3.9519 1.9425
H45 -9.3229 -2.3426 1.8216
H46 -9.8077 -3.2319 3.9862
H47 -8.6716 -1.9399 4.2815
H48 -6.5591 -2.4141 4.9857
H49 -6.0017 -3.7930 3.9750
H50 -6.2926 -4.0173 5.6914
C22 -2.4602 5.8875 -6.0670
O6 -1.8088 5.3195 -7.1919
C23 -0.4529 5.7578 -7.3557
C24 0.5391 4.6424 -6.9825
N4 0.5504 4.3926 -5.5375
C25 1.2216 3.1470 -5.1461
C26 0.6797 1.8213 -5.7205
O7 -0.6059 1.4430 -5.2238
C27 -1.6980 2.1030 -5.8455
H51 -3.5343 5.6973 -6.1630
H52 -2.1223 5.4252 -5.1395
H53 -2.3086 6.9715 -6.0194
H54 -0.2488 6.6852 -6.8061
H55 -0.3306 5.9779 -8.4226
H56 1.5452 4.9315 -7.3052
H57 0.2457 3.7484 -7.5384
H58 -0.4065 4.3535 -5.1980
H59 1.1519 3.0910 -4.0531
H60 2.2870 3.2329 -5.3885
H61 1.3634 1.0288 -5.3938
H62 0.6973 1.7925 -6.8152
H63 -1.5194 2.3034 -6.9055
H64 -1.9228 3.0273 -5.3097
H65 -2.5806 1.4640 -5.7616
C28 1.7347 -2.2304 7.0011
O8 3.0579 -2.7392 7.0537
C29 3.1402 -4.1558 6.8444
C30 3.7213 -4.4783 5.4567
N5 2.7777 -4.1414 4.3858
C31 3.3716 -4.1204 3.0434
C32 4.5448 -3.1518 2.7859
O9 4.1834 -1.7691 2.7945
C33 4.0590 -1.1983 4.0881
H66 1.7436 -1.2145 7.4094
H67 1.3740 -2.1728 5.9740
H68 1.0474 -2.8343 7.6037
H69 2.1769 -4.6548 7.0087
H70 3.8368 -4.5356 7.6008
H71 3.9582 -5.5466 5.4041
H72 4.6533 -3.9164 5.3570
H73 2.3802 -3.2240 4.5675
H74 2.5615 -3.8551 2.3534
H75 3.6842 -5.1382 2.7835
H76 4.9072 -3.3523 1.7706
H77 5.4003 -3.3341 3.4451
H78 4.7723 -1.6179 4.8028
H79 3.0351 -1.3196 4.4471
H80 4.2436 -0.1239 4.0105
C34 -4.4341 5.8918 3.7049
O10 -5.0039 6.2434 2.4543
C35 -4.0454 6.7091 1.4940
C36 -3.8012 5.6561 0.3991
N6 -3.0642 4.4996 0.9185
C37 -3.0729 3.3306 0.0305
C38 -4.4384 2.7240 -0.3545
O11 -5.1244 2.0804 0.7216
C39 -5.8157 2.9615 1.5936
H81 -5.2458 5.7909 4.4329
H82 -3.9172 4.9338 3.6483
H83 -3.7467 6.6649 4.0653
H84 -3.1088 7.0300 1.9668
H85 -4.4913 7.5924 1.0222
H86 -3.2287 6.1102 -0.4170
H87 -4.7786 5.3620 0.0084
H88 -3.4659 4.2201 1.8090
H89 -2.4935 2.5523 0.5417
H90 -2.5225 3.5818 -0.8835
H91 -4.2411 1.9339 -1.0888
H92 -5.0948 3.4395 -0.8612
H93 -6.2334 3.8268 1.0719
H94 -5.1504 3.2794 2.3988
H95 -6.6380 2.4121 2.0587

Forces on atoms 1 to 3 (eV/Å):
C -0.4 0.0 1.1
C 0.0 1.2 -0.5
C 0.4 0.2 -0.2

Values from the calculation:
**Frontier orbital gap**: 5.826 eV
**Net charge**: +1
**LUMO energy**: -3.65 eV

Record 6
ORCA calculation (ωB97M-V/def2-TZVPD) on the ion C9H16FN2 with charge +1.

Cartesian coordinates (Å):
C1 1.4449 -0.5369 -1.7159
C2 -0.8024 -0.6242 -1.2905
C3 1.9419 -0.7775 -0.3342
C4 -0.4086 -1.5606 -0.0578
C5 0.7801 -0.9148 0.6990
C6 -0.6423 0.3657 2.3610
C7 1.5615 1.3103 1.7085
C8 -2.2852 1.0676 -2.4005
C9 0.3421 0.5564 1.2206
N1 0.2324 -0.3584 -2.0693
N2 -1.9195 0.0612 -1.3606
F1 -0.1732 -2.7598 -0.6480
H1 2.3342 -0.5581 -2.4384
H2 2.4303 -1.7631 -0.4526
H3 2.6537 -0.1082 -0.0402
H4 -1.3382 -1.6079 0.5013
H5 1.2271 -1.6431 1.3748
H6 -0.4287 -0.7023 2.6854
H7 -1.6193 0.1788 1.8056
H8 -0.8648 1.1989 3.0346
H9 1.9785 0.9793 2.7577
H10 1.2081 2.3469 2.0334
H11 2.2858 1.3396 0.8700
H12 -1.4786 1.6078 -2.6625
H13 -3.1252 1.6901 -1.9865
H14 -2.6100 0.4826 -3.2147
H15 -0.0607 1.0298 0.3938
H16 -2.6638 -0.3000 -0.7741

Forces on atoms 1 to 3 (eV/Å):
C 2.2 0.2 -0.2
C 1.1 1.0 2.4
C -3.2 -2.5 -0.8

Values from the calculation:
**Frontier orbital gap**: 9.417 eV
**ΔE to the lowest compared entry with this formula, charge and spin**: 0.247 eV
**SMILES**: C/[NH+]=C1\N=CC[C@@H](C(C)C)[C@@H]1F
**Net charge**: +1
**LUMO energy**: -4.84 eV

| no. | strongest force on any atom (eV/A) |
| --- | --- |
| 1 | 0.2 |
| 2 | 9.0 |
| 3 | 3.2 |
| 4 | 4.8 |
| 5 | 2.9 |
| 6 | 4.3 |